{
  "formula": "C6H10N3O2S",
  "method": "ωB97M-V/def2-TZVPD",
  "spin_multiplicity": 1,
  "e_homo_ev": -13.0,
  "total_charge": 1,
  "e_above_lowest_kj_mol": 424.34,
  "fmax_ha_per_bohr": 0.0704,
  "symbols": ["C", "C", "C", "C", "C", "C", "N", "N", "N", "O", "O", "S", "H", "H", "H", "H", "H", "H", "H", "H", "H", "H"],
  "coordinates": [[0.86350, -3.64545, -0.39762], [-0.36268, -0.05598, -0.29427], [-0.65404, -2.87104, -1.37095], [0.70575, 3.36812, 0.14393], [-0.28939, 0.88675, 1.97865], [-0.34758, 2.39198, -0.16741], [0.12058, -4.10779, -1.39384], [0.11918, -2.46078, -0.28013], [-0.21871, 0.98253, 0.55858], [-0.05819, -1.37447, 0.39818], [-0.48115, -0.01111, -1.48212], [-1.72591, -2.37904, -2.44400], [1.74933, -4.00404, 0.10784], [1.63189, 2.89536, 0.04526], [0.55761, 4.17377, -0.60671], [0.55856, 3.78761, 1.22059], [-0.10471, -0.10621, 2.19924], [0.59603, 1.44909, 2.34466], [-1.16783, 1.31808, 2.56980], [-0.40118, 2.03673, -1.21085], [-1.34084, 2.70398, 0.11046], [0.24979, -4.97809, -2.02929]],
  "atomic_forces_ev_per_a": [[-0.745, 2.048, 0.347], [1.598, 0.922, -0.454], [-1.646, -0.544, -2.710], [-1.506, 1.710, 1.754], [0.785, 2.501, 1.381], [-1.424, -3.326, -0.071], [1.274, -2.453, -0.612], [-0.008, -2.119, -2.490], [-1.103, 0.605, -1.964], [0.073, 2.178, 2.814], [0.019, -0.716, 0.506], [0.498, -0.484, 1.185], [-0.099, 0.017, 0.116], [1.736, -0.287, -0.160], [0.455, -0.257, 0.677], [0.483, -0.562, -1.951], [0.014, -1.887, 1.017], [-0.493, -0.283, 0.130], [0.680, -0.677, -1.466], [0.272, 0.825, 0.427], [-0.357, 0.411, 0.070], [-0.508, 2.380, 1.454]],
  "lowdin_charge": [0.12, -0.40, -0.73, -0.08, -0.04, -0.15, 0.10, -0.06, -0.06, 0.05, 0.06, 0.99, 0.17, 0.06, 0.10, 0.12, 0.05, 0.10, 0.13, 0.12, 0.12, 0.23]
}

***

{
  "formula": "C6H10N3O2S",
  "method": "ωB97M-V/def2-TZVPD",
  "spin_multiplicity": 1,
  "e_homo_ev": [-13.5, -13.4],
  "total_charge": 1,
  "e_above_lowest_kj_mol": 688.84,
  "fmax_ha_per_bohr": 0.1135,
  "symbols": ["C", "C", "C", "C", "C", "C", "N", "N", "N", "O", "O", "S", "H", "H", "H", "H", "H", "H", "H", "H", "H", "H"],
  "coordinates": [[-0.08094, -2.04032, -1.18975], [-1.52310, -1.15552, 0.15724], [0.56362, -0.79558, -0.90483], [0.72152, 1.82235, 1.18318], [-1.08650, 0.79967, -1.29253], [-0.32339, 0.68958, 1.10057], [-1.15237, -2.25447, -0.44238], [2.11323, -1.21226, 0.46049], [-0.46532, -0.00149, -0.21396], [3.11103, -1.20049, -0.05139], [1.64505, -1.54314, 1.48568], [-2.95167, -1.00193, 0.89997], [0.26258, -2.86007, -1.85621], [1.08653, -0.15872, -1.52673], [0.97538, 2.19160, 2.14021], [1.76133, 1.67572, 0.74350], [0.53140, 2.78132, 0.62954], [-0.39853, 1.39934, -1.84735], [-1.79454, 0.26005, -1.96673], [-1.69596, 1.48231, -0.90718], [-1.32942, 1.22342, 1.45821], [0.03006, -0.10135, 1.94046]],
  "atomic_forces_ev_per_a": [[-0.582, -1.686, 0.678], [-2.229, 1.340, 0.823], [0.586, -0.127, 2.713], [1.801, 1.153, -3.056], [0.153, -1.357, -1.913], [1.128, 1.466, 3.815], [2.423, -1.692, -2.514], [-5.825, -0.345, -0.131], [-2.135, -1.238, 0.653], [4.466, 0.323, -1.864], [0.152, -0.113, 0.856], [1.002, 0.723, -0.052], [0.009, 0.895, 0.511], [1.372, 0.568, -1.562], [-0.379, -0.226, 1.500], [-1.100, -0.896, 0.421], [-0.855, -0.914, 0.276], [0.940, -0.144, -0.405], [1.167, -0.356, 0.478], [-2.601, 2.828, 2.314], [1.860, -1.886, -1.265], [-1.353, 1.686, -2.274]],
  "lowdin_charge": [-0.01, -0.81, -0.03, -0.09, 0.01, -0.20, 0.10, -0.26, -0.20, 0.24, 0.16, 0.91, 0.16, 0.12, 0.07, 0.09, 0.09, 0.12, 0.15, 0.06, 0.16, 0.16]
}